1.
Density functional theory data (ωB97M-V/def2-TZVPD) for C42H36IrN6O3PS4 as an isolated structure.

```
93
Properties=species:S:1:pos:R:3:forces:R:3:lowdin_charge:R:1
Ir -0.17211 0.19530 0.30741 0.2 0.2 0.2 1.204
S -1.75089 5.79184 0.36162 0.0 0.0 0.0 1.077
C -2.51563 7.28408 0.65649 0.0 0.0 0.0 -0.381
C -3.55630 7.16344 1.52587 0.0 -0.1 0.0 -0.152
C -3.73603 5.82826 1.96227 -0.1 0.1 0.0 -0.102
C -2.83125 4.95923 1.41467 0.1 -0.1 0.0 -0.490
C -2.70956 3.52131 1.66148 0.0 0.1 -0.1 -0.164
C -1.71417 2.76905 0.99657 0.0 0.0 0.0 -0.068
N -1.53230 1.47975 1.20648 -0.1 0.0 -0.1 -0.055
C -2.34191 0.83076 2.08374 0.1 -0.2 -0.1 -0.166
C -3.37281 1.47118 2.76156 -0.1 0.1 0.1 -0.117
C -4.19957 0.68545 3.64414 0.0 0.0 0.0 0.015
C -3.98372 -0.63719 3.81786 0.0 0.0 0.0 0.013
C -2.92240 -1.31547 3.11648 -0.1 -0.1 0.1 -0.123
C -2.67661 -2.69652 3.19679 -0.1 0.0 0.0 0.060
C -1.68037 -3.28361 2.43798 0.1 -0.1 0.0 -0.177
C -0.89374 -2.43200 1.63468 0.1 0.0 0.1 -0.030
N -1.10983 -1.13369 1.55523 -0.3 -0.2 -0.2 -0.017
C -2.11809 -0.56733 2.26279 0.1 0.1 0.1 -0.165
C -1.43373 -4.72550 2.39416 0.0 0.1 0.1 -0.494
C -0.53986 -5.39621 1.59983 0.1 -0.1 -0.1 -0.099
C -0.58097 -6.79945 1.79162 0.0 0.1 0.0 -0.153
C -1.50456 -7.16472 2.72327 0.0 0.0 0.0 -0.380
S -2.32763 -5.82255 3.37192 0.0 0.0 0.1 1.085
C -3.54138 2.84622 2.53609 0.0 -0.1 0.0 0.083
H -2.16038 8.17793 0.16938 0.0 0.0 0.0 0.080
H -4.17071 7.99345 1.83957 0.0 0.0 0.0 0.116
H -4.51336 5.53253 2.65252 0.0 0.0 0.0 0.114
H -1.04162 3.23398 0.28626 0.0 0.0 0.0 0.057
H -5.00907 1.18093 4.16467 0.0 0.0 0.0 0.130
H -4.61905 -1.21604 4.47570 0.0 0.0 0.0 0.130
H -3.29180 -3.30298 3.85178 0.0 0.0 0.0 0.117
H -0.07837 -2.81674 1.03672 -0.1 0.0 -0.1 0.107
H 0.11937 -4.91830 0.88607 0.0 0.0 0.0 0.105
H 0.04552 -7.50283 1.26459 0.0 0.0 0.0 0.115
H -1.74441 -8.15943 3.06353 0.0 0.0 0.0 0.081
H -4.33204 3.37028 3.05724 0.0 0.0 0.0 0.132
O 2.78497 -1.80535 -2.14112 0.1 -0.1 -0.2 -0.295
S 1.42935 -2.08678 -1.70816 -0.5 -0.2 0.3 0.652
O 1.06648 -3.45241 -1.41065 0.2 0.0 -0.1 -0.296
N 1.20311 -1.19715 -0.34074 0.2 -0.3 -0.1 -0.288
C 2.14465 -1.49651 0.66656 0.0 0.0 0.2 -0.295
C 3.08770 -2.50959 0.69646 -0.1 0.0 0.0 -0.014
C 3.95962 -2.66278 1.79193 0.0 0.0 0.0 -0.036
C 3.91960 -1.83413 2.87789 0.0 0.0 0.0 -0.021
C 2.98189 -0.78319 2.89123 0.0 0.1 0.0 -0.145
C 2.86310 0.13918 3.95781 0.0 0.0 0.0 0.027
C 1.94445 1.14531 3.89566 0.0 0.1 0.0 -0.012
C 1.11422 1.24195 2.76904 0.2 0.1 -0.1 -0.084
N 1.19526 0.39432 1.76521 -0.1 -0.3 0.2 -0.081
C 2.11301 -0.62753 1.79206 0.0 0.2 0.0 -0.160
C 0.38787 -1.56704 -3.04444 -0.1 0.0 0.0 -0.286
C -0.10551 -2.61486 -3.81927 -0.1 0.1 0.1 -0.067
C -0.69872 -2.33118 -5.04191 0.0 0.0 0.0 -0.058
C -0.79431 -1.01865 -5.48221 0.1 0.0 0.0 -0.069
C -0.30468 0.01772 -4.69687 0.0 0.0 0.0 -0.057
C 0.30067 -0.25187 -3.48056 0.1 -0.1 -0.1 -0.093
H 3.16677 -3.20893 -0.11990 0.0 0.0 0.0 0.105
H 4.67947 -3.47029 1.76195 0.0 0.0 0.0 0.122
H 4.57882 -1.97623 3.72361 0.0 0.0 0.0 0.124
H 3.51103 0.03427 4.81950 0.0 0.0 0.0 0.134
H 1.83962 1.86834 4.69168 0.0 0.0 0.0 0.122
H 0.39138 2.03945 2.67577 0.0 0.0 0.0 0.119
H 0.00741 -3.63527 -3.48154 0.0 0.0 0.0 0.116
H -1.07043 -3.14038 -5.65601 0.0 0.0 0.0 0.120
H -1.23719 -0.80346 -6.44594 0.0 0.0 0.0 0.120
H -0.36862 1.03970 -5.04694 0.0 0.0 0.0 0.120
H 0.72392 0.54908 -2.89397 -0.1 -0.1 -0.1 0.000
S 0.96828 1.86670 -1.00043 -0.4 0.5 0.4 0.714
C 2.60262 1.67082 -0.43437 0.4 -0.3 -0.2 -0.688
N 3.31416 0.65105 -0.99075 -0.1 0.6 0.0 0.101
C 4.57319 0.36419 -0.63947 0.0 -0.1 0.0 -0.003
C 5.18724 1.15604 0.29378 0.0 0.0 0.1 0.012
C 4.43884 2.21520 0.80089 0.0 0.0 0.0 -0.058
N 3.17714 2.46277 0.45739 -0.1 0.0 0.0 0.113
H 2.84388 0.06000 -1.68075 0.3 -0.2 0.1 0.100
H 5.03303 -0.48830 -1.12061 -0.1 0.0 0.0 0.153
H 6.20052 0.96552 0.61182 0.0 0.0 0.0 0.126
H 4.87222 2.89920 1.52202 0.0 0.0 0.0 0.130
C -3.38078 -0.62906 -3.12497 0.0 0.0 0.0 -0.132
P -2.95172 -0.96811 -1.42982 0.0 0.0 0.0 0.619
C -4.39481 -0.53016 -0.45697 0.0 0.1 0.1 -0.138
C -2.74435 -2.73705 -1.25737 0.0 0.0 0.1 -0.121
O -1.72728 -0.16640 -1.04065 0.1 0.2 -0.3 -0.488
H -4.35748 -1.05336 -3.35993 0.0 0.0 0.0 0.076
H -2.62951 -1.05878 -3.78584 0.0 0.0 0.0 0.030
H -3.40789 0.45085 -3.27285 0.0 0.0 0.0 0.078
H -5.27238 -1.04423 -0.85070 0.0 0.0 0.0 0.073
H -4.55566 0.54745 -0.51880 0.0 0.0 0.0 0.072
H -4.25925 -0.81208 0.58750 0.0 0.0 0.0 0.046
H -3.60265 -3.25162 -1.69182 0.0 0.0 0.0 0.079
H -2.67608 -3.00355 -0.20215 0.0 0.0 0.0 0.047
H -1.83072 -3.05582 -1.75891 0.0 0.0 0.0 0.047
```
Forces are in eV/Å.

The net charge is +2. As for the energy above the lowest of the compared OMol25 structures with the same formula, charge and spin: 0.0 kcal/mol. Its gap between HOMO and LUMO is 6.91 eV. Its total energy is -114682.9554 eV.

2.
Density functional theory data (ωB97M-V/def2-TZVPD) for C42H36N8O5P2PbS3 as an isolated structure.

```
97
Properties=species:S:1:pos:R:3:forces:R:3:lowdin_charge:R:1
Pb -0.87996 -0.54627 0.51358 0.5 0.2 -0.8 1.303
C 2.22491 -1.27976 5.51532 0.2 0.1 0.0 -0.054
N 1.07815 -1.27789 4.64311 -0.1 -0.1 -0.1 -0.135
C -0.20822 -0.99937 5.02444 -0.1 0.1 0.0 -0.053
C -0.94503 -0.94500 3.87927 0.0 0.0 0.1 -0.143
N -0.12849 -1.16629 2.81514 0.4 -0.2 0.2 -0.117
C 1.08763 -1.35094 3.28049 0.1 -0.1 0.0 -0.460
P 2.62774 -1.78229 2.38641 -0.4 0.1 -0.3 1.180
C 1.97688 -2.75616 0.99232 0.2 -0.2 0.0 -0.488
N 1.02866 -2.42303 0.14949 0.3 -0.1 0.2 -0.078
C 1.02258 -3.35308 -0.83584 0.1 -0.1 -0.1 -0.127
C 2.00045 -4.27812 -0.59389 0.0 0.0 -0.1 -0.055
N 2.60479 -3.89927 0.57360 -0.1 0.1 0.1 -0.136
C 3.74745 -4.52519 1.19170 0.1 0.0 0.0 -0.064
C 3.04328 -0.32194 1.36967 0.2 0.0 -0.1 -0.477
N 2.54392 -0.04474 0.18774 -0.2 0.0 0.1 0.086
C 3.23074 1.03152 -0.27450 0.0 0.0 0.0 -0.131
C 4.18714 1.39965 0.63053 0.0 0.1 -0.1 -0.072
N 4.07957 0.51747 1.66931 -0.1 -0.1 0.0 -0.144
C 4.85778 0.49959 2.88122 -0.1 -0.1 0.1 -0.055
H 1.88753 -1.33693 6.54854 0.0 0.0 0.0 0.085
H 2.79640 -0.35926 5.37660 0.0 0.0 0.1 0.075
H 2.86602 -2.13300 5.29660 0.0 0.0 0.0 0.068
H -0.48165 -0.87105 6.05688 0.0 0.0 0.0 0.110
H -1.99668 -0.76026 3.73532 0.0 0.0 0.0 0.113
H 0.32328 -3.28919 -1.65340 0.0 0.0 0.0 0.113
H 2.30965 -5.15370 -1.13725 0.0 0.0 0.0 0.109
H 3.90766 -5.50610 0.74866 -0.1 0.0 0.0 0.083
H 3.58192 -4.64226 2.26185 0.0 0.0 0.0 0.073
H 4.64209 -3.91534 1.04368 0.0 -0.1 0.0 0.082
H 2.99347 1.45310 -1.23426 0.0 0.2 -0.1 0.087
H 4.90992 2.19746 0.61680 0.0 0.0 0.1 0.105
H 5.55303 1.33671 2.88068 0.0 0.0 0.0 0.085
H 5.41599 -0.43710 2.95375 0.0 0.1 0.0 0.077
H 4.19086 0.58660 3.73862 0.0 0.1 0.0 0.060
O -0.25361 -0.99672 -3.50950 0.2 -0.3 -0.4 -0.016
C -0.41016 0.17491 -3.16592 -0.4 0.1 0.9 -0.659
O -0.90547 0.56854 -2.05614 0.3 0.4 -0.9 -0.257
C -0.00745 1.27835 -4.16527 0.0 0.4 0.5 -0.114
C 0.11699 0.94938 -5.51172 0.0 -0.1 0.0 -0.038
C 0.37880 1.92104 -6.46079 0.0 -0.1 -0.1 -0.105
C 0.50726 3.24232 -6.07012 0.0 0.3 -0.1 -0.108
C 0.42219 3.58406 -4.73352 -0.1 -0.1 0.0 -0.120
C 0.18838 2.61534 -3.75683 0.0 -0.7 -0.4 -0.292
P 0.11192 3.07451 -1.97914 0.0 0.3 -0.1 1.155
C -1.48321 3.99922 -2.12630 0.1 0.2 0.2 -0.336
C -2.67465 3.33324 -1.83935 0.2 0.0 0.1 -0.070
C -3.88726 4.00240 -1.88569 -0.1 0.0 0.1 -0.077
C -3.92944 5.35009 -2.20513 -0.1 0.1 0.0 -0.113
C -2.75341 6.01849 -2.51032 0.0 0.1 0.0 -0.108
C -1.54040 5.34561 -2.48583 -0.2 0.0 0.0 -0.118
C 1.32727 4.49709 -1.99134 0.2 -0.4 0.4 -0.383
C 1.22860 5.45405 -0.97464 -0.1 0.0 -0.2 -0.117
C 2.27120 6.31434 -0.67818 0.0 0.1 0.0 -0.100
C 3.46507 6.23413 -1.38376 0.0 0.0 0.0 -0.121
C 3.59642 5.28003 -2.38172 0.1 0.1 0.0 -0.108
C 2.54702 4.42019 -2.67217 -0.1 -0.1 -0.1 -0.115
H -0.00546 -0.08790 -5.79840 0.0 0.0 0.1 0.108
H 0.47231 1.65308 -7.50733 0.0 0.0 0.0 0.090
H 0.67093 4.01637 -6.81208 0.0 0.0 0.0 0.091
H 0.53334 4.62149 -4.44382 0.0 0.0 0.0 0.094
H -2.64070 2.28983 -1.56513 0.0 -0.1 0.1 0.096
H -4.79340 3.46666 -1.63130 0.0 0.0 0.0 0.106
H -4.87379 5.88226 -2.21318 0.0 0.0 0.0 0.089
H -2.77449 7.07498 -2.75625 0.0 0.0 0.0 0.090
H -0.64065 5.89078 -2.73577 0.0 0.0 0.0 0.088
H 0.30291 5.53089 -0.42128 0.0 0.0 0.2 0.103
H 2.15481 7.04412 0.11523 0.0 0.0 0.0 0.095
H 4.28744 6.89998 -1.14804 0.0 0.0 0.0 0.087
H 4.53083 5.19722 -2.92702 0.0 0.0 0.0 0.092
H 2.67511 3.67783 -3.45193 0.0 0.0 0.1 0.099
O 1.81043 1.33917 3.33452 0.2 -0.1 -0.1 0.011
C 0.79582 1.96220 3.02492 -0.3 0.2 0.2 -0.434
N -0.19772 1.60938 2.17801 0.2 -0.1 0.0 0.081
C -1.21005 2.53419 2.25564 0.1 0.1 0.1 -0.467
O -2.28802 2.47837 1.70967 -0.1 0.1 -0.3 0.058
C -0.78613 3.65028 3.18643 0.1 0.0 0.1 -0.088
C -1.39756 4.82806 3.55628 0.0 0.0 0.0 -0.014
C -0.70287 5.67058 4.42320 -0.1 0.0 0.0 -0.102
C 0.55606 5.32360 4.89702 0.1 0.0 0.0 -0.107
C 1.15683 4.12282 4.52067 0.1 0.0 0.0 -0.028
C 0.46432 3.29942 3.65923 -0.2 0.2 -0.1 -0.089
H -2.37454 5.09422 3.17281 0.0 0.0 0.0 0.114
H -1.14313 6.61246 4.72895 0.0 0.0 0.0 0.089
H 1.07992 5.99946 5.56354 0.0 0.0 0.0 0.088
H 2.13971 3.85220 4.88769 0.0 0.0 0.0 0.104
S -5.89803 -0.10630 1.16612 -1.0 0.1 0.1 0.408
C -4.30263 -0.25175 1.02419 1.2 -0.1 -0.1 -1.010
N -3.14066 -0.36248 0.92171 -1.1 0.1 0.3 -0.127
C -3.76157 -4.67922 -1.37210 0.0 -0.2 -0.1 -0.158
O -2.91308 -3.89865 -0.55022 0.1 0.1 0.1 -0.260
C -2.34026 -4.46922 0.53516 0.0 0.1 0.0 -1.370
S -2.46834 -6.11452 0.83331 -0.1 -0.3 -0.1 0.439
S -1.49494 -3.39206 1.51841 -0.2 0.0 0.0 0.536
H -4.08479 -4.02409 -2.17958 0.1 0.1 0.1 0.085
H -4.62286 -5.03970 -0.80562 0.0 0.0 0.0 0.072
H -3.23228 -5.54812 -1.76708 0.0 0.0 0.0 0.054
```
Forces are in eV/Å.

The net charge is -2. As for the energy above the lowest of the compared OMol25 structures with the same formula, charge and spin: 39.2 kcal/mol. Its gap between HOMO and LUMO is 5.77 eV. Its total energy is -122631.9463 eV.